1.
Molecular formula: C15H18Cl30FNO4S
Method: DFT, ωB97M-V/def2-TZVPD

SMILES: O=CCN(C[C@@H]1CO1)S(=O)(=O)F.ClC(Cl)Cl.ClC(Cl)Cl.ClC(Cl)Cl.ClC(Cl)Cl.ClC(Cl)Cl.ClC(Cl)Cl.ClC(Cl)Cl.ClC(Cl)Cl.ClC(Cl)Cl.ClC(Cl)Cl
HOMO, eV: -10.00
Electronic energy, a.u.: -15241.7601
Molar mass, g mol⁻¹: 1390.97

Structure (ORCA input):
```
! wB97M-V def2-TZVPD RIJCOSX def2/J DEFGRID3
* xyz 0 1
O 2.374 2.457 -1.963
C 2.296 2.628 -0.780
C 0.980 2.364 -0.075
N 0.989 1.452 1.066
C 0.731 0.037 0.763
C 1.847 -0.514 -0.145
C 2.538 -1.732 0.322
O 3.135 -0.341 0.314
S 1.791 1.795 2.403
O 2.820 2.751 2.198
O 2.051 0.598 3.118
F 0.714 2.557 3.242
H 3.166 3.000 -0.234
H 0.541 3.323 0.209
H 0.321 1.932 -0.823
H -0.187 -0.043 0.193
H 0.677 -0.582 1.645
H 1.690 -0.435 -1.219
H 2.592 -1.961 1.375
H 3.118 -2.267 -0.413
Cl -3.775 -1.979 0.205
C -2.675 -1.675 -1.132
Cl -2.661 0.037 -1.565
Cl -1.041 -2.227 -0.745
H -3.028 -2.233 -1.993
Cl -3.631 -2.584 -4.240
C -4.973 -1.943 -5.201
Cl -6.383 -2.986 -5.073
Cl -5.355 -0.297 -4.711
H -4.656 -1.922 -6.234
Cl 3.476 -2.817 4.798
C 3.701 -1.181 5.426
Cl 2.821 -0.976 6.943
Cl 5.413 -0.824 5.641
H 3.296 -0.482 4.706
Cl 3.815 5.713 0.999
C 4.483 5.477 2.613
Cl 6.167 4.967 2.522
Cl 4.319 6.945 3.580
H 3.917 4.688 3.088
Cl 8.324 3.659 -0.488
C 7.030 4.261 -1.527
Cl 5.594 3.249 -1.389
Cl 6.631 5.937 -1.147
H 7.380 4.227 -2.549
Cl 0.284 -3.384 9.159
C 1.993 -3.583 9.578
Cl 2.219 -3.432 11.321
Cl 2.638 -5.113 8.997
H 2.543 -2.787 9.096
Cl -7.277 -4.680 -0.379
C -6.609 -5.148 1.184
Cl -5.115 -6.063 0.979
Cl -6.341 -3.732 2.200
H -7.327 -5.785 1.680
Cl -5.695 2.251 -9.168
C -4.326 1.607 -8.273
Cl -4.343 -0.162 -8.285
Cl -2.806 2.218 -8.919
H -4.410 1.930 -7.244
Cl -7.087 6.071 -11.255
C -5.332 5.952 -11.119
Cl -4.824 6.077 -9.434
Cl -4.746 4.457 -11.844
H -4.898 6.781 -11.660
Cl -0.845 -6.762 4.368
C -0.251 -7.182 5.977
Cl 1.383 -7.845 5.886
Cl -0.300 -5.791 7.054
H -0.899 -7.948 6.381
*
```

2.
Molecular formula: C15H18ClF3N6O6PRh
Method: DFT, ωB97M-V/def2-TZVPD

HOMO (spin up / spin down), eV: -8.53 / -8.53
Electronic energy, a.u.: -2573.8175
Molar mass, g mol⁻¹: 604.67

Structure (ORCA input):
```
! wB97M-V def2-TZVPD RIJCOSX def2/J DEFGRID3
* xyz 0 1
Rh -0.767 -1.146 -0.814
C 0.592 4.128 0.274
N 0.229 3.059 -0.639
C -0.617 3.177 -1.708
C -0.831 1.912 -2.174
N -0.127 1.030 -1.402
C 0.490 1.738 -0.487
P 1.639 1.009 0.710
C 0.452 0.043 1.669
N -0.359 -0.872 1.158
C -1.218 -1.250 2.154
C -0.895 -0.574 3.286
N 0.164 0.232 2.972
C 0.769 1.214 3.857
C 2.194 -0.405 -0.303
N 1.432 -1.147 -1.089
C 2.250 -2.025 -1.739
C 3.533 -1.816 -1.331
N 3.490 -0.790 -0.424
C 4.630 -0.248 0.302
H 0.576 5.074 -0.262
H 1.593 3.957 0.664
H -0.122 4.161 1.096
H -1.022 4.127 -2.010
H -1.436 1.574 -2.997
H -2.007 -1.962 1.980
H -1.337 -0.578 4.266
H 0.474 0.986 4.877
H 0.417 2.212 3.600
H 1.853 1.176 3.782
H 1.868 -2.730 -2.458
H 4.455 -2.299 -1.603
H 5.534 -0.713 -0.082
H 4.545 -0.462 1.365
H 4.695 0.828 0.160
O -1.592 1.928 1.553
Cl -2.855 1.588 0.895
O -3.244 2.675 0.037
O -3.857 1.326 1.890
O -2.644 0.384 0.090
C -0.265 -2.999 -0.202
H -1.145 -3.360 0.320
H 0.612 -2.925 0.427
H -0.089 -3.554 -1.122
F -3.117 -2.577 -4.604
C -3.548 -2.763 -3.354
F -3.694 -4.079 -3.162
F -4.752 -2.190 -3.241
C -2.574 -2.175 -2.314
O -1.702 -1.353 -2.721
O -2.671 -2.547 -1.140
*
```

3.
Molecular formula: C15H18ClN3O2
Method: DFT, ωB97M-V/def2-TZVPD

SMILES: CC(C)CCNC(=O)c1nnc(Cc2ccc(Cl)cc2)o1
HOMO, eV: -9.31
Electronic energy, a.u.: -1357.3388
Molar mass, g mol⁻¹: 307.78

Structure (ORCA input):
```
! wB97M-V def2-TZVPD RIJCOSX def2/J DEFGRID3
* xyz 0 1
C 4.129 -1.558 0.416
C 3.013 -2.335 1.111
C 3.422 -3.798 1.271
C 2.678 -1.748 2.487
C 2.130 -0.318 2.457
N 0.905 -0.211 1.698
C -0.308 -0.260 2.291
O -0.487 -0.317 3.485
C -1.424 -0.211 1.311
N -2.692 -0.275 1.553
N -3.331 -0.203 0.376
C -2.429 -0.097 -0.547
C -2.650 0.078 -2.002
C -2.836 1.550 -2.293
C -3.897 2.234 -1.710
C -4.082 3.582 -1.952
C -3.199 4.251 -2.786
Cl -3.425 5.936 -3.097
C -2.135 3.585 -3.371
C -1.957 2.236 -3.118
O -1.184 -0.096 -0.026
H 3.830 -0.536 0.195
H 5.016 -1.528 1.045
H 4.394 -2.039 -0.523
H 2.115 -2.301 0.483
H 2.628 -4.370 1.747
H 3.632 -4.246 0.303
H 4.315 -3.876 1.886
H 1.933 -2.383 2.970
H 3.576 -1.754 3.107
H 2.864 0.373 2.037
H 1.891 -0.008 3.477
H 0.968 -0.218 0.692
H -1.795 -0.317 -2.551
H -3.553 -0.471 -2.277
H -4.571 1.703 -1.055
H -4.905 4.112 -1.499
H -1.452 4.116 -4.016
H -1.126 1.717 -3.574
*
```

4.
Molecular formula: C15H18ClN3O2S
Method: DFT, ωB97M-V/def2-TZVPD

SMILES: CCNC(=O)C[C@@H]1S/C(=N\c2cccc(Cl)c2C)N(C)C1=O
HOMO, eV: -8.29
Electronic energy, a.u.: -1755.5811
Molar mass, g mol⁻¹: 339.85

Structure (ORCA input):
```
! wB97M-V def2-TZVPD RIJCOSX def2/J DEFGRID3
* xyz 0 1
C 3.564 -2.274 -2.375
C 2.805 -1.130 -3.036
N 1.410 -1.472 -3.216
C 0.424 -0.857 -2.538
O 0.599 0.124 -1.844
C -0.951 -1.509 -2.684
C -1.460 -1.875 -1.280
S -2.208 -0.468 -0.412
C -0.883 -0.401 0.774
N -0.657 0.453 1.666
C -1.451 1.536 1.989
C -2.836 1.428 2.101
C -3.591 2.513 2.500
C -2.978 3.719 2.786
C -1.600 3.816 2.679
Cl -0.852 5.336 3.041
C -0.806 2.744 2.296
C 0.679 2.871 2.178
N -0.052 -1.484 0.605
C 1.106 -1.633 1.455
C -0.273 -2.318 -0.440
O 0.414 -3.278 -0.709
H 3.598 -3.141 -3.032
H 3.069 -2.565 -1.451
H 4.582 -1.969 -2.151
H 3.246 -0.891 -4.010
H 2.826 -0.236 -2.409
H 1.223 -2.346 -3.681
H -1.641 -0.803 -3.148
H -0.893 -2.410 -3.295
H -2.207 -2.670 -1.343
H -3.312 0.482 1.892
H -4.663 2.422 2.587
H -3.556 4.577 3.092
H 1.125 1.885 2.087
H 1.088 3.382 3.048
H 0.935 3.454 1.294
H 1.820 -0.836 1.247
H 1.552 -2.602 1.238
H 0.801 -1.575 2.499
*
```

5.
Molecular formula: C15H18HgN5O3S
Method: DFT, ωB97M-V/def2-TZVPD

HOMO (spin up / spin down), eV: -8.17 / -7.77
Electronic energy, a.u.: -1633.4678
Molar mass, g mol⁻¹: 549.00

Structure (ORCA input):
```
! wB97M-V def2-TZVPD RIJCOSX def2/J DEFGRID3
* xyz 0 2
Hg -2.271 1.658 -0.797
C 0.192 -0.630 -4.828
C -0.269 -0.525 -3.382
C 0.527 -1.382 -2.409
O -0.258 0.795 -2.940
C -1.799 -1.177 -3.341
O -1.885 -2.233 -3.932
O -2.614 -0.502 -2.725
H 1.261 -0.427 -4.899
H -0.344 0.097 -5.439
H -0.024 -1.628 -5.197
H 1.588 -1.158 -2.498
H 0.370 -2.432 -2.634
H 0.207 -1.172 -1.390
H -0.592 1.363 -3.646
N -5.308 -0.811 -0.438
C -5.446 0.115 -1.398
N -5.261 -0.263 -2.668
S -5.987 1.655 -1.022
H -4.852 -1.686 -0.641
H -5.435 -0.539 0.522
H -4.617 -1.026 -2.852
H -5.229 0.479 -3.350
N 7.028 2.256 4.824
C 6.026 1.854 4.440
C 4.782 1.383 3.958
C 3.943 0.628 4.778
C 2.711 0.216 4.312
C 2.306 0.536 3.015
C 3.160 1.268 2.189
C 4.385 1.696 2.656
N 1.049 0.144 2.540
C 0.272 -0.894 2.996
C -0.869 -0.877 2.255
N -0.816 0.148 1.361
C 0.331 0.736 1.546
H 4.256 0.379 5.782
H 2.058 -0.338 4.970
H 2.865 1.502 1.178
H 5.040 2.273 2.020
H 0.589 -1.560 3.771
H -1.723 -1.524 2.309
H 0.654 1.603 1.004
*
```

6.
Molecular formula: C15H18N2O3S
Method: DFT, ωB97M-V/def2-TZVPD

HOMO, eV: -8.06
Electronic energy, a.u.: -1315.2978
Molar mass, g mol⁻¹: 306.39

Structure (ORCA input):
```
! wB97M-V def2-TZVPD RIJCOSX def2/J DEFGRID3
* xyz 0 1
C -5.834 -1.282 1.773
C -5.394 -1.113 0.217
H -6.235 -0.601 -0.366
H -5.210 -2.088 -0.270
O -4.419 -0.376 -0.032
C -4.132 0.072 -1.060
O -4.709 -0.366 -1.943
C -2.914 1.122 -1.231
C -2.659 1.745 0.153
H -3.407 2.271 0.589
H -2.421 1.155 1.001
S -1.299 2.975 0.073
C 0.170 1.581 -0.034
N 1.362 2.378 0.089
C 2.371 1.422 -0.140
C 3.623 1.912 0.085
C 4.800 0.934 -0.050
C 4.540 -0.354 -0.059
C 3.403 -0.714 -0.180
C 2.158 0.075 0.066
C 0.785 -0.412 -0.112
N -0.270 0.548 0.199
C 0.455 -1.738 -0.010
H 0.835 -2.329 0.953
H -0.623 -1.779 -0.273
H 0.918 -2.284 -0.992
H 3.188 -2.076 -0.148
O 5.627 -1.045 -0.233
C 6.840 -0.783 -0.118
H 7.207 -0.225 0.748
H 7.548 -1.531 -0.330
H 7.083 -0.151 -1.237
H 5.792 1.550 -0.101
H 3.803 2.886 -0.033
H -2.055 0.455 -1.424
H -3.030 2.073 -1.825
H -6.129 -0.320 1.958
H -6.721 -1.950 2.056
H -5.046 -1.636 2.241
*
```

7.
Molecular formula: C15H18N2O5
Method: DFT, ωB97M-V/def2-TZVPD

SMILES: COc1ccc(CC2C(=O)N(C)C(=O)N(C)C2=O)c(OC)c1
HOMO, eV: -8.35
Electronic energy, a.u.: -1068.1507
Molar mass, g mol⁻¹: 306.32

Structure (ORCA input):
```
! wB97M-V def2-TZVPD RIJCOSX def2/J DEFGRID3
* xyz 0 1
C 2.153 -4.870 1.049
O 1.030 -4.227 1.601
C 0.529 -3.134 0.964
C 1.022 -2.605 -0.220
C 0.415 -1.482 -0.761
C -0.672 -0.878 -0.162
C -1.291 0.362 -0.738
C -0.931 1.612 0.121
C 0.553 1.579 0.369
O 1.061 1.108 1.355
N 1.305 2.055 -0.684
C 2.741 1.823 -0.680
C 0.812 2.841 -1.712
O 1.509 3.198 -2.629
N -0.507 3.254 -1.603
C -0.933 4.266 -2.557
C -1.397 2.822 -0.640
O -2.480 3.331 -0.495
C -1.165 -1.413 1.040
O -2.230 -0.768 1.585
C -2.746 -1.233 2.809
C -0.566 -2.534 1.587
H 2.381 -5.694 1.722
H 1.938 -5.267 0.051
H 3.014 -4.197 0.994
H 1.867 -3.042 -0.726
H 0.805 -1.071 -1.682
H -0.936 0.509 -1.760
H -2.378 0.273 -0.748
H -1.464 1.533 1.071
H 2.945 1.027 0.032
H 3.273 2.728 -0.383
H 3.057 1.539 -1.681
H -0.333 5.168 -2.440
H -1.980 4.484 -2.360
H -0.804 3.888 -3.570
H -3.129 -2.255 2.721
H -1.992 -1.192 3.600
H -3.567 -0.561 3.055
H -0.911 -2.976 2.507
*
```

8.
Molecular formula: C15H18N8O2Sn
Method: DFT, ωB97M-V/def2-TZVPD

HOMO (spin up / spin down), eV: -22.56 / -22.74
Electronic energy, a.u.: -1383.3794
Molar mass, g mol⁻¹: 461.07

Structure (ORCA input):
```
! wB97M-V def2-TZVPD RIJCOSX def2/J DEFGRID3
* xyz 4 1
N 0.847 0.274 -2.564
C 1.257 0.008 -3.606
C 1.762 -0.324 -4.912
H 2.828 -0.576 -4.842
H 1.640 0.539 -5.582
H 1.213 -1.180 -5.321
N -2.208 1.420 0.410
C -3.277 1.789 0.609
C -4.634 2.204 0.858
H -4.903 3.024 0.181
H -4.734 2.549 1.895
H -5.316 1.362 0.692
N 1.667 0.171 2.180
C 2.399 -0.162 3.004
C 3.299 -0.584 4.046
H 2.768 -1.224 4.761
H 3.690 0.298 4.570
H 4.136 -1.145 3.610
Sn 0.349 0.760 -0.028
C -0.735 -1.312 1.467
O -1.093 -2.196 2.100
C -1.275 -1.206 -1.300
O -1.846 -1.947 -1.951
C 0.861 3.026 -1.470
C 2.084 2.550 -0.987
C 2.317 2.509 0.397
C 1.324 2.940 1.282
C 0.091 3.378 0.794
C -0.139 3.420 -0.581
H 0.704 3.124 -2.553
H 2.883 2.271 -1.684
H 3.299 2.199 0.777
H 1.528 2.969 2.360
H -0.680 3.727 1.494
H -1.093 3.805 -0.968
N 1.077 -4.870 -0.537
N 1.444 -3.568 -0.783
N 2.743 -3.214 -0.752
C 2.656 -1.903 -0.529
N 1.386 -1.508 -0.335
N 0.608 -2.566 -0.401
H 0.145 -5.048 -0.887
H 1.781 -5.505 -0.902
H 3.524 -1.252 -0.496
*
```

9.
Molecular formula: C15H18O
Method: DFT, ωB97M-V/def2-TZVPD

SMILES: CCc1ccc(O)cc1.Cc1ccccc1
HOMO, eV: -8.50
Electronic energy, a.u.: -657.5939
Molar mass, g mol⁻¹: 214.31

Structure (ORCA input):
```
! wB97M-V def2-TZVPD RIJCOSX def2/J DEFGRID3
* xyz 0 1
C 0.827 -3.734 -2.163
C -0.333 -2.750 -2.359
C 0.065 -1.282 -2.362
C 1.260 -0.766 -1.915
C 1.553 0.603 -1.881
C 0.595 1.468 -2.386
O 0.647 2.825 -2.224
C -0.581 0.963 -2.929
C -0.857 -0.391 -2.936
H 0.421 -4.691 -1.847
H 1.509 -3.397 -1.391
H 1.392 -3.852 -3.080
H -0.689 -2.917 -3.377
H -1.152 -2.950 -1.674
H 1.929 -1.460 -1.422
H 2.451 0.892 -1.355
H 1.533 3.197 -2.134
H -1.226 1.706 -3.384
H -1.734 -0.735 -3.469
C -0.746 1.461 5.111
C -0.709 1.356 3.595
C 0.329 2.054 2.923
C 0.533 1.769 1.596
C -0.243 0.833 0.898
C -1.193 0.126 1.596
C -1.440 0.374 2.949
H -0.074 0.721 5.550
H -1.746 1.290 5.524
H -0.513 2.481 5.409
H 0.781 2.770 3.582
H 1.294 2.297 1.040
H 0.081 0.581 -0.095
H -1.788 -0.647 1.114
H -2.178 -0.195 3.497
*
```

10.
Molecular formula: C15H19BF5O15Pd
Method: DFT, ωB97M-V/def2-TZVPD

HOMO (spin up / spin down), eV: -11.93 / -11.68
Electronic energy, a.u.: -2363.2618
Molar mass, g mol⁻¹: 651.52

Structure (ORCA input):
```
! wB97M-V def2-TZVPD RIJCOSX def2/J DEFGRID3
* xyz 1 3
Pd 0.106 -0.047 -1.231
B 0.796 -2.102 -1.790
H 1.268 -1.826 -0.860
H -0.253 -1.972 -1.571
H 1.060 -1.408 -2.573
H 0.915 -3.160 -1.962
C 3.415 -1.217 3.074
C 3.113 0.175 3.490
O 1.999 0.437 2.751
C 2.018 -0.312 1.669
O 1.273 -0.090 0.709
O 2.963 -1.191 1.714
F 4.143 0.909 3.170
H 2.912 -2.007 3.632
H 4.491 -1.388 3.073
H 2.992 0.355 4.558
C 0.070 4.577 2.171
C -1.126 5.021 1.265
O -1.443 3.816 0.603
C -0.368 3.048 0.503
O -0.181 2.151 -0.340
O 0.605 3.512 1.398
F -0.555 5.837 0.334
H -0.439 4.134 3.028
H 0.671 5.388 2.583
H -1.942 5.570 1.736
C -3.350 -2.811 2.407
C -4.249 -2.545 1.262
O -3.382 -2.064 0.269
C -2.348 -1.476 0.938
O -1.437 -0.873 0.398
O -2.426 -1.797 2.232
F -5.176 -1.585 1.538
H -2.862 -3.780 2.300
H -3.949 -2.633 3.300
H -4.773 -3.472 1.027
C -4.651 0.212 -4.298
C -5.212 -0.222 -2.937
O -4.013 -0.465 -2.211
C -3.001 0.142 -2.834
O -1.854 0.163 -2.371
O -3.356 0.607 -4.013
F -5.930 -1.377 -3.014
H -5.209 0.962 -4.859
H -4.524 -0.666 -4.932
H -5.877 0.543 -2.536
C 5.486 -0.301 -0.540
C 5.450 -1.094 -1.834
O 4.109 -0.944 -2.200
C 3.488 0.060 -1.561
O 2.355 0.483 -1.717
O 4.313 0.525 -0.671
F 5.853 -2.349 -1.615
H 6.466 0.168 -0.449
H 5.388 -0.963 0.320
H 6.165 -0.659 -2.532
*
```